Below is the molecule C5H10O, with properties calculated with the ωB97M-V functional and the def2-TZVPD basis.

Positions of all 16 atoms, in Å:
C (1.36552, -0.93603, 0.00311)
C (0.35756, -0.06029, 0.64814)
C (0.36829, 1.42251, 0.23271)
C (-1.04752, 1.10573, -0.32190)
C (-1.07110, -0.40651, 0.05388)
O (-1.23650, -1.24856, -1.10132)
H (1.12647, -1.95862, 0.30212)
H (1.22811, -0.84829, -1.08245)
H (2.38921, -0.68480, 0.26617)
H (0.26692, -0.11708, 1.73556)
H (0.42496, 2.17994, 1.03664)
H (1.14801, 1.71752, -0.49576)
H (-1.80613, 1.71089, 0.14879)
H (-1.01747, 1.14894, -1.40528)
H (-1.62042, -0.90304, 0.86870)
H (-0.85771, -2.11829, -0.89959)

Summary:
HOMO: -9.259 eV
Lowest unoccupied orbital energy: 1.0 eV
SMILES: C[C@H]1CC[C@H]1O
Strongest force on any atom: 1.43 eV Å⁻¹
Net charge: 0
Relative energy (zero: lowest compared OMol25 entry of this formula, charge and spin): 38.7 kcal/mol
Energy: -7393.087 eV
Gap between HOMO and LUMO: 10.2 eV

---

Below is the molecule C5H10O, with properties calculated with the ωB97M-V functional and the def2-TZVPD basis.

Positions of all 16 atoms, in Å:
C (2.06927, 1.45593, 0.53981)
C (1.04836, 0.59444, -0.19663)
C (-1.05282, -1.04960, -0.83737)
C (-2.02662, -2.17054, -0.62144)
C (-0.34739, 0.84923, 0.36773)
O (-1.32794, -0.16600, 0.08890)
H (2.09052, 1.20451, 1.60490)
H (1.84131, 2.52412, 0.46674)
H (3.08170, 1.30673, 0.15334)
H (1.28645, -0.46385, -0.05688)
H (1.08518, 0.77019, -1.27545)
H (-2.54902, -2.45240, -1.53638)
H (-1.40380, -3.04647, -0.40334)
H (-2.74292, -2.01970, 0.19411)
H (-0.75568, 1.81442, 0.05029)
H (-0.29660, 0.84900, 1.46166)

Summary:
HOMO: -8.242 eV
Lowest unoccupied orbital energy: 1.1 eV
Strongest force on any atom: 0.63 eV Å⁻¹
Net charge: 0
Relative energy (zero: lowest compared OMol25 entry of this formula, charge and spin): 67.1 kcal/mol
Energy: -7391.856 eV
Gap between HOMO and LUMO: 9.3 eV

---

Below is the molecule C5H10O, with properties calculated with the ωB97M-V functional and the def2-TZVPD basis.

Positions of all 16 atoms, in Å:
C (-1.13415, -0.97295, -1.10871)
C (-0.50978, -0.42472, 0.17304)
C (1.02922, -0.56783, 0.18411)
C (1.50698, 0.81841, 0.61656)
O (0.54115, 1.70795, 0.09064)
C (-0.71335, 1.10065, 0.33694)
H (-0.90194, -2.03712, -1.24103)
H (-2.22426, -0.85937, -1.10105)
H (-0.74497, -0.43130, -1.98021)
H (-0.94145, -0.94505, 1.03560)
H (1.37650, -1.36076, 0.85307)
H (1.38550, -0.79366, -0.82919)
H (2.48331, 1.09594, 0.21160)
H (1.54888, 0.89625, 1.71757)
H (-1.06112, 1.34368, 1.35433)
H (-1.43023, 1.51304, -0.37936)

Summary:
HOMO: -9.717 eV
Lowest unoccupied orbital energy: 1.1 eV
SMILES: C[C@H]1CCOC1
Strongest force on any atom: 0.28 eV Å⁻¹
Net charge: 0
Relative energy (zero: lowest compared OMol25 entry of this formula, charge and spin): 10.3 kcal/mol
Energy: -7394.317 eV
Gap between HOMO and LUMO: 10.8 eV

---

Below is the molecule C5H10O, with properties calculated with the ωB97M-V functional and the def2-TZVPD basis.

Positions of all 16 atoms, in Å:
C (0.80558, 1.02787, 0.96985)
C (-0.53734, 0.53978, 0.44967)
C (-0.93229, 1.08652, -0.93216)
O (-0.69896, -0.18379, -1.55683)
C (-0.55796, -0.82656, -0.27487)
C (0.64858, -1.73783, -0.20767)
H (1.13465, 0.45218, 1.84240)
H (0.73874, 2.07923, 1.27127)
H (1.57961, 0.95034, 0.19845)
H (-1.30388, 0.63831, 1.22542)
H (-0.28647, 1.87607, -1.34101)
H (-1.98077, 1.40017, -1.02953)
H (-1.46984, -1.39512, -0.03823)
H (0.46812, -2.66149, -0.76576)
H (0.87285, -2.00589, 0.83127)
H (1.51938, -1.23979, -0.64228)

Summary:
HOMO: -9.539 eV
Lowest unoccupied orbital energy: 1.1 eV
SMILES: C[C@@H]1OC[C@@H]1C
Strongest force on any atom: 0.38 eV Å⁻¹
Net charge: 0
Relative energy (zero: lowest compared OMol25 entry of this formula, charge and spin): 24.8 kcal/mol
Energy: -7393.689 eV
Gap between HOMO and LUMO: 10.7 eV

---

Below is a cluster of 3 separate species, C5H10O in total, with properties calculated with the ωB97M-V functional and the def2-TZVPD basis.

Positions of all 16 atoms, in Å:
C (1.39148, 0.24848, 1.19800)
C (1.65120, 1.13716, 0.24648)
C (0.53769, -0.18585, -2.12470)
O (-0.63475, -0.06094, -2.36672)
C (-2.01615, -0.94122, 0.16757)
C (-1.74987, -0.19811, 1.23419)
H (0.60749, 0.41629, 1.92836)
H (1.93739, -0.68813, 1.28194)
H (1.07391, 2.05341, 0.14751)
H (2.44473, 0.98017, -0.47995)
H (0.94851, -1.05480, -1.57582)
H (1.28283, 0.56803, -2.44689)
H (-1.86571, -2.01836, 0.17371)
H (-2.36013, -0.50529, -0.76394)
H (-1.37948, -0.63439, 2.15913)
H (-1.86914, 0.88356, 1.22115)

Summary:
HOMO: -9.714 eV
Lowest unoccupied orbital energy: 0.8 eV
SMILES: C=C.C=C.C=O
Strongest force on any atom: 0.54 eV Å⁻¹
Net charge: 0
Relative energy (zero: lowest compared OMol25 entry of this formula, charge and spin): 69.8 kcal/mol
Energy: -7391.740 eV
Gap between HOMO and LUMO: 10.5 eV

---

Below is the molecule C5H10O, with properties calculated with the ωB97M-V functional and the def2-TZVPD basis.

Positions of all 16 atoms, in Å:
C (-1.93392, -1.21809, 1.08162)
C (-0.60067, -1.23034, 0.34093)
C (0.08870, 0.12794, 0.33728)
O (0.05648, 0.85711, 1.30661)
C (0.80150, 0.51758, -0.94451)
C (1.74382, 1.70308, -0.79545)
H (-2.33710, -2.23101, 1.17667)
H (-1.80838, -0.79459, 2.08058)
H (-2.66820, -0.60308, 0.54895)
H (-0.71817, -1.59010, -0.68851)
H (0.09753, -1.92468, 0.83148)
H (0.00557, 0.73961, -1.67250)
H (1.31822, -0.36575, -1.34148)
H (2.61145, 1.44027, -0.18234)
H (2.10649, 2.03400, -1.77344)
H (1.23669, 2.53803, -0.30590)

Summary:
HOMO: -9.549 eV
Lowest unoccupied orbital energy: 1.0 eV
SMILES: CCC(=O)CC
Strongest force on any atom: 0.49 eV Å⁻¹
Net charge: 0
Relative energy (zero: lowest compared OMol25 entry of this formula, charge and spin): 0.7 kcal/mol
Energy: -7394.734 eV
Gap between HOMO and LUMO: 10.5 eV

---

Below is a cluster of 2 separate species, C5H10O in total, with properties calculated with the ωB97M-V functional and the def2-TZVPD basis.

Positions of all 16 atoms, in Å:
C (1.89515, 1.26923, -0.73105)
C (1.69619, 0.43547, 0.51421)
C (2.35691, -0.68310, 0.76627)
H (1.50705, 0.76369, -1.61217)
H (2.96079, 1.40945, -0.93564)
H (1.44256, 2.25217, -0.63297)
H (0.89195, 0.78829, 1.14857)
H (2.08710, -1.24288, 1.64812)
H (3.17951, -0.97319, 0.12923)
C (-3.44721, -0.79558, -0.31644)
C (-2.23404, -0.82758, 0.21478)
O (-1.51844, 0.24686, 0.70239)
H (-3.92654, -1.76122, -0.43346)
H (-3.97948, 0.05858, -0.71457)
H (-1.67930, -1.76111, 0.26993)
H (-1.23219, 0.82091, -0.01720)

Summary:
HOMO: -9.567 eV
Lowest unoccupied orbital energy: 0.9 eV
SMILES: C=CC.C=CO
Strongest force on any atom: 0.81 eV Å⁻¹
Net charge: 0
Relative energy (zero: lowest compared OMol25 entry of this formula, charge and spin): 52.2 kcal/mol
Energy: -7392.501 eV
Gap between HOMO and LUMO: 10.5 eV

---

Below is the molecule C5H10O, with properties calculated with the ωB97M-V functional and the def2-TZVPD basis.

Positions of all 16 atoms, in Å:
O (-1.60086, 2.06835, 0.47972)
C (-0.37912, 1.56293, -0.01529)
C (-0.45474, 0.07279, -0.23473)
C (0.78725, -0.46659, -0.96479)
C (0.74148, -1.71760, -0.06330)
C (-0.20360, -0.95414, 0.89722)
H (-1.41788, 2.86627, 0.99366)
H (-0.12529, 1.99252, -1.00067)
H (0.46251, 1.79753, 0.65585)
H (-1.38091, -0.16109, -0.77200)
H (1.65712, 0.16573, -0.74174)
H (0.71490, -0.58734, -2.04975)
H (0.24120, -2.55474, -0.56004)
H (1.69277, -2.06703, 0.34788)
H (0.33632, -0.51792, 1.74583)
H (-1.07116, -1.49966, 1.28216)

Summary:
HOMO: -10.082 eV
Lowest unoccupied orbital energy: 1.0 eV
SMILES: OCC1CCC1
Strongest force on any atom: 0.52 eV Å⁻¹
Net charge: 0
Relative energy (zero: lowest compared OMol25 entry of this formula, charge and spin): 25.8 kcal/mol
Energy: -7393.647 eV
Gap between HOMO and LUMO: 11.1 eV

---

What did the first record say?
Below is the molecule C5H10O, with properties calculated with the ωB97M-V functional and the def2-TZVPD basis.

Positions of all 16 atoms, in Å:
C (1.36552, -0.93603, 0.00311)
C (0.35756, -0.06029, 0.64814)
C (0.36829, 1.42251, 0.23271)
C (-1.04752, 1.10573, -0.32190)
C (-1.07110, -0.40651, 0.05388)
O (-1.23650, -1.24856, -1.10132)
H (1.12647, -1.95862, 0.30212)
H (1.22811, -0.84829, -1.08245)
H (2.38921, -0.68480, 0.26617)
H (0.26692, -0.11708, 1.73556)
H (0.42496, 2.17994, 1.03664)
H (1.14801, 1.71752, -0.49576)
H (-1.80613, 1.71089, 0.14879)
H (-1.01747, 1.14894, -1.40528)
H (-1.62042, -0.90304, 0.86870)
H (-0.85771, -2.11829, -0.89959)

Summary:
HOMO: -9.259 eV
Lowest unoccupied orbital energy: 1.0 eV
SMILES: C[C@H]1CC[C@H]1O
Strongest force on any atom: 1.43 eV Å⁻¹
Net charge: 0
Relative energy (zero: lowest compared OMol25 entry of this formula, charge and spin): 38.7 kcal/mol
Energy: -7393.087 eV
Gap between HOMO and LUMO: 10.2 eV

---

Question: Look up the lowest unoccupied orbital energy of the fifth one.
Answer: 0.8 eV

---

Question: Which of these has the lowest HOMO?
Answer: number 8

---

Copy entry 2 word for word.
Below is the molecule C5H10O, with properties calculated with the ωB97M-V functional and the def2-TZVPD basis.

Positions of all 16 atoms, in Å:
C (2.06927, 1.45593, 0.53981)
C (1.04836, 0.59444, -0.19663)
C (-1.05282, -1.04960, -0.83737)
C (-2.02662, -2.17054, -0.62144)
C (-0.34739, 0.84923, 0.36773)
O (-1.32794, -0.16600, 0.08890)
H (2.09052, 1.20451, 1.60490)
H (1.84131, 2.52412, 0.46674)
H (3.08170, 1.30673, 0.15334)
H (1.28645, -0.46385, -0.05688)
H (1.08518, 0.77019, -1.27545)
H (-2.54902, -2.45240, -1.53638)
H (-1.40380, -3.04647, -0.40334)
H (-2.74292, -2.01970, 0.19411)
H (-0.75568, 1.81442, 0.05029)
H (-0.29660, 0.84900, 1.46166)

Summary:
HOMO: -8.242 eV
Lowest unoccupied orbital energy: 1.1 eV
Strongest force on any atom: 0.63 eV Å⁻¹
Net charge: 0
Relative energy (zero: lowest compared OMol25 entry of this formula, charge and spin): 67.1 kcal/mol
Energy: -7391.856 eV
Gap between HOMO and LUMO: 9.3 eV